[1]
Here is a single C21H34ClN3OS molecule from OMol25. Energies are from ωB97M-V with the def2-TZVPD basis set.

Each line ends with the Löwdin charge.
CARTESIAN COORDINATES (ANGSTROEM)
C1 5.5410 1.0592 -3.0764  -0.080
O1 5.8266 0.4498 -1.8415  -0.116
C2 4.8459 -0.2612 -1.2275  -0.318
C3 3.5544 -0.4371 -1.7091  -0.011
C4 2.6260 -1.1799 -0.9993  -0.028
C5 2.9615 -1.7580 0.2179  -0.263
N1 2.0471 -2.5230 0.9579  0.021
C6 0.6779 -2.5127 0.7507  -0.817
S1 -0.0559 -3.9663 0.4391  0.669
N2 0.0191 -1.3451 0.8891  -0.054
C7 0.6320 -0.1978 1.5353  -0.132
C8 0.8027 1.0257 0.6306  -0.149
C9 1.5694 2.1814 1.2919  -0.417
C10 3.0259 1.8234 1.5790  -0.062
C11 0.8801 2.6780 2.5616  -0.076
C12 -1.4043 -1.3292 0.5615  -0.337
C13 -1.6265 -0.9782 -0.9112  -0.117
C14 -3.1125 -1.0639 -1.2534  -0.188
N3 -3.8645 -0.1504 -0.4126  -0.138
C15 -5.2773 0.0485 -0.7564  -0.425
C16 -5.5745 -0.0598 -2.2507  -0.074
C17 -5.6952 1.4454 -0.2851  -0.062
C18 -3.7144 -0.5505 0.9752  -0.185
C19 -2.2600 -0.4067 1.4190  -0.120
C20 4.2589 -1.6055 0.7044  -0.041
C21 5.1802 -0.8687 -0.0084  -0.594
Cl1 6.7812 -0.6753 0.6003  0.728
H1 5.2705 0.3195 -3.8366  0.098
H2 4.7387 1.7984 -2.9836  0.097
H3 6.4600 1.5612 -3.3738  0.096
H4 3.2609 -0.0056 -2.6525  0.110
H5 1.6391 -1.3327 -1.4091  0.117
H6 2.3848 -3.4478 1.1977  0.118
H7 1.6061 -0.5094 1.9093  0.116
H8 0.0108 0.0709 2.3933  0.116
H9 1.3381 0.7291 -0.2714  0.095
H10 -0.1788 1.3966 0.3319  0.101
H11 1.5670 3.0042 0.5665  0.134
H12 3.1014 1.0704 2.3589  0.078
H13 3.5133 1.4402 0.6859  0.067
H14 3.5666 2.7055 1.9136  0.081
H15 1.3517 3.5948 2.9074  0.077
H16 -0.1712 2.8862 2.3753  0.078
H17 0.9548 1.9426 3.3585  0.076
H18 -1.7614 -2.3554 0.7179  0.071
H19 -1.2723 0.0329 -1.1125  0.113
H20 -1.0737 -1.6777 -1.5409  0.110
H21 -3.2347 -0.7806 -2.2974  0.109
H22 -3.4500 -2.1092 -1.1300  0.137
H23 -5.8987 -0.7059 -0.2377  0.141
H24 -4.9555 0.6325 -2.8158  0.084
H25 -5.4183 -1.0693 -2.6214  0.073
H26 -6.6172 0.1993 -2.4195  0.078
H27 -5.5498 1.5705 0.7837  0.061
H28 -6.7453 1.6177 -0.5067  0.075
H29 -5.0981 2.1929 -0.8005  0.082
H30 -4.3384 0.0877 1.6019  0.112
H31 -4.0417 -1.5967 1.1266  0.133
H32 -1.9698 0.6349 1.2883  0.110
H33 -2.1801 -0.6747 2.4741  0.125
H34 4.5465 -2.0649 1.6366  0.118

E in eV: -52204.7244
HOMO energy in eV: -7.832
LUMO energy in eV: 0.639
Structure (SMILES): COc1ccc(NC(=S)N(CCC(C)C)C2CCN(C(C)C)CC2)cc1Cl

---

[2]
Here is 7 unconnected molecules or ions with the total composition H15NO6 at a distorted geometry from OMol25. Energies are from ωB97M-V with the def2-TZVPD basis set.

Each line ends with the Löwdin charge.
CARTESIAN COORDINATES (ANGSTROEM)
N1 -2.5347 -0.2660 -2.3050  -0.120
H1 -1.6059 -0.6278 -2.5312  -0.065
H2 -2.8213 -0.7966 -1.4794  -0.026
H3 -3.1799 -0.6345 -3.0113  -0.028
H4 -0.2538 1.4827 -2.8036  -0.002
H5 -0.7194 1.3965 -1.4043  -0.011
O1 -0.1832 1.9796 -1.9700  -0.164
H6 3.9526 -0.8229 -0.2857  0.012
H7 2.5462 -0.4819 -0.3136  0.018
O2 3.1610 -1.0253 0.2148  -0.138
H8 -1.1516 -2.6540 4.4350  0.027
H9 -1.0333 -1.4504 5.2563  0.040
O3 -0.4756 -2.0091 4.6756  -0.096
H10 -0.5479 0.7208 2.1923  -0.011
H11 -1.6920 1.2760 1.3656  0.005
O4 -1.5031 0.6940 2.1246  -0.145
H12 0.7596 -1.8237 2.3571  0.014
H13 1.1894 -2.0586 1.0085  0.000
O5 0.5811 -1.4703 1.4659  -0.129
H14 1.2662 2.4840 -2.6401  -0.030
H15 2.0675 3.4884 -3.3378  -0.005
O6 2.1782 2.5989 -3.0137  -0.146

Total charge: -1
E in eV: -14017.5465
HOMO energy (alpha / beta) in eV: 0.732 / -6.939
LUMO energy (alpha / beta) in eV: 3.136 / 3.000
Multiplicity: 2

---

[3]
Here is a single C5H9N molecule at a distorted geometry from OMol25. Energies are from ωB97M-V with the def2-TZVPD basis set.

Each line ends with the Löwdin charge.
CARTESIAN COORDINATES (ANGSTROEM)
C1 1.3414 -1.3350 -0.5881  -0.106
C2 0.0569 -0.5297 -0.7862  -0.236
C3 -0.1568 0.5336 0.2859  -0.401
C4 -1.4385 1.3511 0.1789  -0.065
C5 -0.0117 -0.0062 1.6411  -0.212
N1 0.4751 -0.0659 2.6867  0.159
H1 2.2226 -0.6851 -0.5239  0.081
H2 1.3077 -1.9269 0.3332  0.072
H3 1.4921 -2.0223 -1.4253  0.072
H4 0.0834 -0.0146 -1.7528  0.115
H5 -0.8108 -1.1988 -0.7927  0.117
H6 0.7009 1.2206 0.2665  0.150
H7 -1.4409 1.9327 -0.7465  0.082
H8 -2.3172 0.7006 0.2009  0.086
H9 -1.5041 2.0457 1.0224  0.086

E in eV: -6820.6838
HOMO energy in eV: -11.307
LUMO energy in eV: 0.844
Structure (SMILES): CC[C@@H](C)C#N

---

[4]
Here is 2 unconnected molecules or ions with the total composition C2H3NO2S at a distorted geometry from OMol25. Energies are from ωB97M-V with the def2-TZVPD basis set.

Each line ends with the Löwdin charge.
CARTESIAN COORDINATES (ANGSTROEM)
C1 -2.2915 0.1415 0.0907  -0.496
C2 2.0911 0.5729 -0.2246  -0.246
N1 -2.1724 -0.8205 0.7546  0.189
O1 -2.4263 1.1239 -0.4845  0.149
O2 0.4120 -1.2940 0.1206  -0.567
S1 0.7416 -0.1866 -0.7566  0.923
H1 2.8161 0.2969 0.4728  0.018
H2 2.1145 1.4496 -0.8288  -0.007
H3 -1.2851 -1.2837 0.8558  0.038

E in eV: -18541.1392
HOMO energy in eV: -10.303
LUMO energy in eV: -0.795

---

[5]
Here is a molecular structure, C12H27AsOsS3 from OMol25. Energies are from ωB97M-V with the def2-TZVPD basis set.

Each line ends with the Löwdin charge.
CARTESIAN COORDINATES (ANGSTROEM)
Os1 2.3135 0.7511 -0.8118  0.429
C1 5.1455 2.3792 -0.8844  -0.429
C2 4.4687 3.0186 0.3083  -0.399
S1 2.6468 2.7337 0.2882  0.863
C3 2.3254 2.2709 2.0258  -0.422
C4 2.9539 0.9447 2.4044  -0.392
S2 2.5970 -0.3713 1.1639  0.865
C5 4.2296 -1.1475 0.9218  -0.417
C6 5.2776 -0.2228 0.3341  -0.395
S3 4.6522 0.6453 -1.1626  0.897
H1 6.2323 2.4022 -0.7773  0.126
H2 4.9095 2.8843 -1.8235  0.107
H3 4.6026 4.1012 0.2844  0.118
H4 4.8597 2.6547 1.2571  0.090
H5 1.2400 2.2656 2.1245  0.097
H6 2.7098 3.0787 2.6520  0.124
H7 2.5445 0.5799 3.3474  0.117
H8 4.0342 1.0167 2.5161  0.090
H9 4.0274 -2.0045 0.2766  0.102
H10 4.5455 -1.5413 1.8913  0.125
H11 6.1482 -0.7986 0.0182  0.119
H12 5.6165 0.5344 1.0386  0.091
C7 -11.3337 -4.4219 1.4474  0.134
C8 -10.3725 -3.4365 1.4749  0.102
As1 -0.0329 0.6297 -1.1019  1.294
C9 -0.0811 -1.0153 -2.0766  -0.395
C10 1.3020 -1.6365 -1.8539  -0.184
C11 -1.5698 1.7567 -1.3648  -0.406
C12 -2.7514 1.0773 -2.0466  -0.126
H13 -11.5995 -3.1684 1.7668  0.228
H14 -11.5558 -5.0077 2.3347  0.138
H15 -11.9003 -4.6210 0.5425  0.137
H16 -9.8102 -3.2451 2.3825  0.131
H17 -10.1699 -2.8646 0.5764  0.129
H18 -0.2229 -0.6941 -3.1191  0.112
H19 -0.9101 -1.6833 -1.8390  0.109
H20 2.1513 -0.8990 -2.0358  0.022
H21 1.5369 -2.3837 -2.6151  0.122
H22 1.3966 -2.1130 -0.8814  0.074
H23 -1.1555 2.5923 -1.9488  0.102
H24 -1.8095 2.1685 -0.3785  0.093
H25 -2.4953 0.7025 -3.0366  0.085
H26 -3.5377 1.8208 -2.1763  0.104
H27 -3.1594 0.2673 -1.4440  0.088

Total charge: +4
E in eV: -108650.7804
HOMO energy (alpha / beta) in eV: -21.160 / -21.161
LUMO energy (alpha / beta) in eV: -14.247 / -14.247

---

[6]
Here is 2 unconnected molecules or ions with the total composition C4H9O2 from OMol25. Energies are from ωB97M-V with the def2-TZVPD basis set.

Each line ends with the Löwdin charge.
CARTESIAN COORDINATES (ANGSTROEM)
C1 2.4239 -0.3767 1.5194  -0.108
C2 1.4863 0.4729 1.0202  -0.527
O1 0.2986 0.6881 1.4665  -0.217
H1 3.3863 -0.4841 1.0310  -0.013
H2 2.1806 -0.9662 2.3903  0.001
H3 1.7796 1.0432 0.1161  0.083
H4 -0.5209 1.3794 0.2039  0.019
C3 -1.8119 0.3660 -0.8401  -0.375
O2 -1.0556 1.5228 -0.6265  -0.133
C4 -0.9699 -0.8727 -1.0910  -0.107
H5 -2.4436 0.5549 -1.7164  0.093
H6 -2.4898 0.1829 0.0066  0.102
H7 -1.5996 -1.6911 -1.4492  0.057
H8 -0.4479 -1.1658 -0.1824  0.056
H9 -0.2162 -0.6536 -1.8485  0.070

Total charge: -1
E in eV: -8389.0996
HOMO energy in eV: -2.794
LUMO energy in eV: 4.214

---

What is the E in the fifth record? -108650.7804 eV